Formula: H20O10
Source: the Open Molecules 2025 dataset
Level of theory: wB97M-V/def2-TZVPD

The calculation puts the total energy at -764.38738 Ha. The SMILES is O.O.O.O.O.O.O.O.O.O. Its spin multiplicity is 1. The HOMO-LUMO gap is 10.1 eV. The calculation puts the relative energy (zero: lowest compared OMol25 entry of this formula, charge and spin) at 2.573 eV.

Last column: Mulliken charge in e.
Geometry (Å):
O -2.5209 0.4269 0.4842  -0.686
O 2.8737 -2.1963 -1.8268  -0.625
O 3.0128 1.1504 -1.6097  -0.625
O -0.8224 2.9917 1.4507  -0.697
O 1.9691 1.9744 1.1450  -0.673
O -0.0467 -2.8284 -1.6204  -0.574
O -1.2786 1.2750 3.7321  -0.606
O -1.1665 -2.1510 1.4106  -0.579
O -0.9562 -0.2353 -3.3785  -0.591
O 0.1981 0.3776 -0.3027  -0.534
H -2.6546 1.3637 0.2846  0.274
H 3.0260 -2.9941 -1.3118  0.297
H 1.2131 1.5043 0.7471  0.374
H 0.1215 2.8057 1.5900  0.338
H -1.2938 -2.3027 2.3523  0.290
H 2.3996 1.2951 1.6738  0.327
H 0.1833 -0.5719 -0.4798  0.272
H -0.1135 -0.6915 -3.2817  0.308
H -1.6355 -1.3308 1.2183  0.320
H -1.9779 0.6168 3.7480  0.292
H -0.6894 0.5937 0.0214  0.323
H 2.8392 1.9109 -1.0448  0.350
H -0.8368 3.8562 1.0280  0.292
H -1.2900 -0.5255 -4.2332  0.285
H -1.3233 1.7068 2.8631  0.404
H -3.0027 0.3012 1.3101  0.278
H -0.9837 -2.8694 -1.3988  0.281
H 0.3080 -3.6793 -1.3416  0.255
H 1.9288 -2.2128 -2.0366  0.345
H 2.5196 0.4386 -1.1930  0.283